Below is a molecular structure, C31H38N9NaO3S, with properties calculated with ωB97M-V with the def2-TZVPD basis set.

Structure (XYZ):
```
83
Properties=species:S:1:pos:R:3:forces:R:3:nbo_charge:R:1
Na -0.769 0.001 0.060 0.4679 -0.9602 0.0011 0.892
C -2.406 -1.821 -3.787 0.0714 -0.0876 -0.0556 -0.247
O -3.226 -0.719 -4.161 -0.0631 0.0165 0.1369 -0.545
C -2.723 0.536 -3.870 -0.0255 -0.0468 -0.1695 0.179
C -2.832 1.477 -4.866 0.0277 0.0138 0.0449 -0.253
C -2.374 2.788 -4.687 -0.0057 0.0031 0.0240 -0.327
C -1.808 3.114 -3.471 -0.0453 0.0203 -0.0486 -0.181
C -1.724 2.196 -2.421 0.0649 -0.1076 0.0456 -0.241
C -1.148 2.662 -1.165 -0.1376 0.1081 0.0205 0.083
N -1.330 2.086 -0.041 0.0804 0.3714 0.1844 -0.349
N -0.655 2.644 1.036 0.1756 0.2367 0.0897 -0.520
C -0.593 1.834 2.083 0.0217 0.3087 -0.2313 0.538
O -1.027 0.658 2.226 0.0514 0.1943 0.1003 -0.795
C 0.182 2.457 3.230 -0.0652 -0.1591 0.1649 0.005
C 0.732 3.736 3.178 0.0124 -0.0221 -0.0229 -0.202
C 1.483 4.228 4.237 0.0127 -0.0190 0.0253 -0.245
C 1.693 3.452 5.373 -0.0049 0.0131 -0.0438 -0.253
C 1.132 2.183 5.440 0.0016 0.0094 0.0089 -0.250
C 0.384 1.695 4.377 -0.0427 0.0033 0.0575 -0.209
C -2.167 0.832 -2.576 -0.0182 0.1496 0.1247 0.443
O -2.085 -0.048 -1.663 -0.2619 -0.0616 -0.4002 -0.825
H -2.674 -2.643 -4.458 0.0048 0.0188 -0.0176 0.147
H -2.577 -2.110 -2.752 0.0005 0.0293 -0.0117 0.190
H -1.345 -1.593 -3.907 -0.0198 0.0263 0.0077 0.202
H -3.276 1.162 -5.805 0.0238 -0.0088 -0.0124 0.191
H -2.443 3.514 -5.488 0.0015 -0.0017 -0.0019 0.180
H -1.428 4.119 -3.305 0.0004 -0.0044 0.0228 0.180
H -0.532 3.572 -1.201 -0.0433 0.0389 0.0030 0.141
H 0.567 4.320 2.283 0.0086 -0.0036 -0.0021 0.238
H 1.913 5.222 4.177 -0.0018 0.0015 -0.0093 0.191
H 2.288 3.835 6.195 -0.0117 0.0026 0.0103 0.188
H 1.284 1.572 6.325 -0.0107 -0.0083 -0.0060 0.188
H -0.053 0.704 4.395 0.0160 -0.0013 -0.0193 0.235
N 1.938 -2.889 -4.954 -0.0886 0.0277 -0.0492 -0.839
C 1.489 -2.178 -3.829 -0.0647 0.0234 0.0884 0.248
S 1.767 -0.511 -3.780 0.1021 0.0424 0.0565 -0.423
N 0.826 -2.961 -2.995 0.1162 -0.3140 -0.2590 -0.506
N 0.621 -2.543 -1.732 -0.0918 0.1816 0.2083 -0.172
C -0.394 -3.094 -1.176 0.0707 -0.1405 -0.0183 -0.040
C -0.730 -3.020 0.247 0.0721 -0.1700 0.1052 0.165
C -1.907 -3.666 0.656 -0.0262 0.0496 0.0058 -0.253
C -2.247 -3.684 1.993 -0.0051 0.0200 0.0405 -0.178
C -1.409 -3.061 2.907 -0.0285 -0.0482 -0.0491 -0.295
C -0.265 -2.449 2.419 0.0578 0.1359 0.0494 0.072
N 0.083 -2.427 1.138 -0.1207 0.0161 -0.3374 -0.434
H 1.972 -2.302 -5.773 0.0262 0.0041 0.0114 0.375
H 1.415 -3.745 -5.084 0.0059 -0.0003 0.0146 0.363
H -1.045 -3.730 -1.781 0.0050 -0.0426 0.0215 0.151
H -2.538 -4.135 -0.088 -0.0044 0.0214 -0.0020 0.208
H -3.159 -4.170 2.321 -0.0119 0.0053 -0.0144 0.196
H -1.647 -3.024 3.962 0.0273 -0.0020 0.0040 0.201
H 0.409 -1.930 3.091 -0.0269 0.0524 -0.0275 0.197
C 4.939 0.539 4.485 -0.0312 -0.0182 -0.0158 -0.591
C 4.027 -0.676 4.291 0.0366 0.0544 -0.0029 -0.497
C 2.983 -0.389 3.309 0.0654 0.1106 -0.0362 0.243
N 2.191 -0.088 2.534 -0.0301 -0.1416 0.1502 -0.257
H 5.710 0.323 5.226 -0.0028 -0.0054 -0.0003 0.195
H 4.355 1.397 4.819 0.0048 0.0045 -0.0068 0.227
H 5.420 0.802 3.544 0.0047 0.0061 0.0089 0.218
H 3.548 -0.949 5.233 0.0003 -0.0225 -0.0022 0.229
H 4.598 -1.540 3.947 -0.0078 -0.0092 0.0067 0.234
C 6.500 0.047 0.427 -0.0227 -0.0085 -0.0374 -0.615
C 5.672 0.016 -0.864 0.0739 0.0067 0.0653 -0.201
N 4.252 -0.089 -0.650 -0.1278 0.0986 -0.0129 -0.459
C 3.641 -1.398 -0.872 0.0188 0.0356 0.1692 -0.241
C 3.960 -2.426 0.209 0.0008 0.0189 -0.0667 -0.618
C 3.442 1.027 -0.481 0.1111 -0.1148 -0.0113 0.463
C 4.132 2.371 -0.579 -0.0569 0.0185 0.0110 -0.681
N 2.200 0.893 -0.271 -0.3670 -0.0905 0.0109 -0.697
H 7.568 -0.051 0.209 -0.0019 0.0234 0.0064 0.187
H 6.200 -0.771 1.083 0.0216 0.0007 -0.0021 0.207
H 6.348 0.985 0.967 -0.0085 -0.0257 0.0222 0.193
H 5.977 -0.852 -1.454 -0.0159 0.0001 -0.0167 0.195
H 5.916 0.896 -1.465 0.0164 -0.0448 -0.0245 0.186
H 3.968 -1.771 -1.848 -0.0513 0.0306 -0.0429 0.185
H 2.567 -1.255 -0.918 -0.0551 -0.0123 -0.0959 0.303
H 5.036 -2.617 0.302 -0.0226 -0.0041 0.0039 0.164
H 3.468 -3.367 -0.046 0.0077 0.0064 0.0062 0.216
H 3.565 -2.093 1.168 0.0137 0.0272 0.0690 0.210
H 4.494 2.536 -1.597 0.0091 0.0252 0.0129 0.215
H 4.978 2.460 0.105 0.0007 0.0075 -0.0199 0.197
H 3.410 3.148 -0.340 0.0111 0.0106 0.0073 0.228
H 1.720 1.779 -0.142 0.1049 0.0762 -0.0248 0.354
```
Forces are in eV/Å.

Charge = -2
Highest occupied orbital energy = -0.93 eV
Gap between HOMO and LUMO = 4.73 eV
Strongest force on any atom = 1.07 eV/Å